1.
A structure of composition C40H36AuN4S5 at a distorted geometry, computed with wB97M-V/def2-TZVPD.

As for the total charge: +1. As for the spin multiplicity: 1. The frontier orbital gap (spin up / spin down) comes out at 5.8 / 5.8 eV. The value obtained for the energy is -105880.415 eV.

Positions of all 86 atoms, in Å:
Au  -1.21  1.76  2.52
N  -0.01  2.30  0.83
S  0.83  1.98  -0.30
N  1.48  0.46  -0.45
S  0.79  -0.78  -1.03
N  -0.67  -1.16  -0.73
S  -1.42  -1.33  0.74
N  -1.62  -0.20  1.62
C  -2.94  -2.03  0.13
C  -2.99  -2.92  -0.93
C  -4.22  -3.41  -1.34
C  -5.38  -2.99  -0.70
C  -5.32  -2.10  0.35
C  -4.09  -1.61  0.77
C  -0.54  -2.72  1.44
C  -0.94  -4.04  1.30
C  -0.19  -5.04  1.90
C  0.95  -4.73  2.61
C  1.35  -3.40  2.75
C  0.59  -2.39  2.18
C  1.95  -2.07  -0.61
C  3.16  -1.77  0.00
C  4.03  -2.81  0.28
C  3.69  -4.12  -0.03
C  2.48  -4.40  -0.64
C  1.60  -3.37  -0.94
C  0.83  -0.79  -2.82
C  2.07  -0.59  -3.41
C  2.18  -0.61  -4.79
C  1.05  -0.82  -5.57
C  -0.19  -1.02  -4.96
C  -0.30  -1.00  -3.58
C  2.36  2.89  -0.35
C  3.45  2.52  -1.12
C  4.60  3.30  -1.09
C  4.65  4.43  -0.28
C  3.56  4.78  0.50
C  2.40  4.01  0.47
C  0.06  2.27  -1.89
C  0.72  2.72  -3.02
C  0.01  2.90  -4.20
C  -1.35  2.63  -4.23
C  -2.01  2.19  -3.09
C  -1.30  2.01  -1.91
H  -2.08  -3.22  -1.44
H  -4.27  -4.10  -2.17
H  -6.34  -3.37  -1.03
H  -6.22  -1.77  0.84
H  -4.01  -0.90  1.59
H  -1.84  -4.28  0.76
H  -0.52  -6.07  1.80
H  1.53  -5.52  3.07
H  2.23  -3.16  3.32
H  0.87  -1.35  2.31
H  3.40  -0.75  0.25
H  4.98  -2.59  0.76
H  4.38  -4.92  0.19
H  2.21  -5.42  -0.88
H  0.65  -3.58  -1.41
H  2.95  -0.44  -2.80
H  3.14  -0.46  -5.26
H  1.13  -0.84  -6.64
H  -1.07  -1.18  -5.57
H  -1.26  -1.15  -3.10
H  3.41  1.63  -1.73
H  5.45  3.02  -1.69
H  5.55  5.03  -0.26
H  3.60  5.66  1.13
H  1.54  4.26  1.07
H  1.78  2.95  -2.99
H  0.52  3.26  -5.08
H  -1.90  2.78  -5.15
H  -3.07  2.00  -3.11
H  -1.80  1.70  -1.01
C  -2.38  5.21  5.36
C  -2.15  3.89  4.67
S  -1.77  3.96  3.02
C  -2.27  2.68  5.35
C  -2.77  2.60  6.77
S  -1.75  1.20  4.68
H  -2.39  6.03  4.64
H  -1.60  5.41  6.10
H  -3.34  5.21  5.88
H  -3.30  3.50  7.08
H  -1.95  2.44  7.46
H  -3.45  1.75  6.87


2.
A structure of composition C40H36Br2N2O2ReS2Se, computed with wB97M-V/def2-TZVPD.

As for the total charge: +4. As for the spin multiplicity: 4. The frontier orbital gap (spin up / spin down) comes out at 6.1 / 4.8 eV. Its expectation value of S² is 3.85. The value obtained for the energy is -278329.235 eV.

Positions of all 86 atoms, in Å:
Re  0.11  0.80  0.25
C  -5.26  4.84  -2.10
C  -4.01  4.39  -1.40
C  -2.94  5.27  -1.22
C  -1.78  4.87  -0.57
C  -1.70  3.57  -0.10
C  -2.75  2.66  -0.28
C  -3.89  3.07  -0.93
S  -0.27  3.07  0.76
O  0.89  3.89  0.47
C  -0.63  3.30  2.49
C  -1.92  3.62  2.85
C  -2.22  4.15  4.11
C  -1.19  4.60  4.92
C  -1.46  5.44  6.04
C  -0.44  6.11  6.65
C  0.87  5.98  6.16
C  1.17  5.10  5.13
C  0.16  4.34  4.53
C  0.44  3.39  3.45
C  1.69  2.68  3.50
C  2.28  2.49  4.83
C  1.50  2.23  5.96
C  2.08  2.08  7.20
C  3.46  2.24  7.39
C  4.26  2.45  6.30
C  3.70  2.52  5.00
C  4.51  2.53  3.87
C  3.93  2.28  2.61
C  2.57  2.27  2.44
S  2.24  1.44  0.87
O  3.09  1.98  -0.16
C  2.67  -0.22  1.23
C  3.27  -0.93  0.19
C  3.59  -2.26  0.38
C  3.31  -2.91  1.60
C  3.71  -4.33  1.82
C  2.70  -2.17  2.62
C  2.38  -0.83  2.46
H  -5.45  5.89  -1.93
H  -6.13  4.26  -1.79
H  -5.15  4.70  -3.18
H  -3.02  6.28  -1.59
H  -0.96  5.56  -0.43
H  -2.69  1.64  0.12
H  -4.72  2.38  -1.05
H  -2.73  3.53  2.13
H  -3.26  4.33  4.39
H  -2.49  5.58  6.35
H  -0.63  6.78  7.48
H  1.66  6.59  6.58
H  2.19  5.03  4.77
H  0.42  2.12  5.87
H  1.45  1.85  8.05
H  3.88  2.15  8.38
H  5.34  2.52  6.40
H  5.58  2.61  3.96
H  4.59  2.08  1.77
H  3.53  -0.43  -0.73
H  4.09  -2.81  -0.40
H  3.57  -4.93  0.92
H  3.15  -4.79  2.63
H  4.77  -4.37  2.07
H  2.52  -2.65  3.58
H  1.97  -0.26  3.28
Br  -0.40  -1.80  0.03
C  -1.01  -1.89  1.88
Br  -1.00  -0.07  2.57
H  -0.28  -2.47  2.44
H  -2.02  -2.27  1.91
C  -1.38  2.74  -3.82
N  -1.21  1.28  -3.92
C  -1.83  0.51  -4.87
C  -1.32  -0.74  -4.76
N  -0.38  -0.71  -3.75
C  0.46  -1.86  -3.40
C  -0.33  0.53  -3.24
Se  0.98  1.20  -2.00
H  -2.43  2.98  -3.98
H  -0.77  3.23  -4.58
H  -1.08  3.08  -2.84
H  -2.57  0.91  -5.53
H  -1.53  -1.64  -5.31
H  -0.16  -2.68  -3.05
H  1.18  -1.57  -2.64
H  1.00  -2.18  -4.28


3.
A structure of composition C40H36BrCl2INSSbW, computed with wB97M-V/def2-TZVPD.

As for the total charge: +2. As for the spin multiplicity: 1. The frontier orbital gap comes out at 6.9 eV. The value obtained for the energy is -165923.424 eV.

Positions of all 84 atoms, in Å:
W  -0.60  -1.17  -0.66
C  -0.31  -5.50  1.52
C  0.44  -4.19  1.24
C  1.89  -4.48  0.86
C  -0.35  -3.45  0.19
C  0.13  -3.23  -1.12
C  -0.78  -2.81  -2.15
C  -2.16  -2.67  -1.84
C  -3.20  -2.64  -2.92
C  -2.50  -2.43  -0.50
C  -1.56  -2.82  0.54
H  0.21  -6.06  2.29
H  -0.35  -6.12  0.62
H  -1.33  -5.32  1.86
H  0.42  -3.59  2.16
H  1.94  -5.18  0.03
H  2.40  -4.95  1.70
H  2.46  -3.59  0.59
H  1.12  -3.56  -1.41
H  -0.46  -2.87  -3.18
H  -4.05  -2.00  -2.67
H  -3.58  -3.66  -3.01
H  -2.80  -2.34  -3.88
H  -3.51  -2.19  -0.23
H  -1.90  -2.83  1.56
S  1.36  0.28  -1.52
Sb  1.07  1.78  0.20
C  -0.80  2.64  -0.19
C  -1.94  1.92  0.14
C  -3.17  2.28  -0.39
C  -3.25  3.39  -1.23
C  -2.12  4.13  -1.53
C  -0.88  3.75  -1.02
C  1.07  0.39  1.91
C  2.07  0.67  3.08
C  2.56  -0.59  3.73
C  1.77  -1.57  4.19
C  0.31  -1.67  4.10
C  -0.53  -0.82  3.51
C  2.54  3.23  0.50
C  3.84  3.00  0.07
C  4.80  3.97  0.30
C  4.46  5.15  0.94
C  3.16  5.38  1.36
C  2.19  4.42  1.14
H  -2.65  0.30  1.18
H  -4.07  1.74  -0.11
H  -4.21  3.68  -1.63
H  -2.19  5.00  -2.17
H  0.00  4.31  -1.29
H  2.88  1.36  2.85
H  3.63  -0.70  3.84
H  2.26  -2.41  4.67
H  -0.12  -2.55  4.56
H  -1.60  -1.03  3.52
H  4.10  2.08  -0.44
H  5.82  3.80  -0.03
H  5.22  5.91  1.11
H  2.91  6.31  1.85
H  1.17  4.60  1.47
Cl  -2.94  3.40  2.51
C  -1.53  2.48  2.89
C  -0.58  3.20  3.75
C  0.60  2.68  4.07
C  0.85  1.23  3.88
C  -0.12  0.50  2.89
Cl  1.25  -1.20  1.12
C  -1.25  1.30  2.34
N  -1.78  0.82  1.06
H  -0.85  4.21  4.03
H  1.34  3.26  4.62
H  0.81  0.78  4.87
Br  -3.74  0.46  -5.57
C  -1.96  -0.18  -5.65
C  -1.48  -0.59  -6.89
C  -0.18  -1.06  -7.00
C  0.64  -1.12  -5.88
C  0.17  -0.71  -4.65
C  -1.14  -0.24  -4.54
I  -1.88  0.42  -2.68
H  -2.12  -0.54  -7.75
H  0.19  -1.38  -7.97
H  1.66  -1.47  -5.97
H  0.81  -0.74  -3.78


4.
A structure of composition C40H36ClN5O2PS2Ti at a distorted geometry, computed with wB97M-V/def2-TZVPD.

As for the total charge: -1. As for the spin multiplicity: 3. The frontier orbital gap (spin up / spin down) comes out at 5.3 / 7.3 eV. Its expectation value of S² is 2.02. The value obtained for the energy is -120210.994 eV.

Positions of all 88 atoms, in Å:
Ti  0.27  0.35  0.79
C  2.70  -3.92  -2.38
N  3.11  -2.60  -1.95
C  4.19  -2.36  -1.12
C  4.25  -1.03  -0.91
N  3.18  -0.47  -1.60
C  2.48  -1.44  -2.26
S  1.17  -1.24  -3.29
C  2.89  0.91  -1.56
C  3.88  1.80  -1.95
C  3.61  3.15  -1.86
C  2.36  3.56  -1.43
C  1.44  2.59  -1.08
N  1.70  1.28  -1.11
H  3.47  -4.36  -3.02
H  1.79  -3.81  -2.95
H  2.53  -4.54  -1.51
H  4.77  -3.16  -0.69
H  4.87  -0.44  -0.27
H  4.82  1.42  -2.31
H  4.37  3.87  -2.14
H  2.08  4.60  -1.35
H  0.45  2.87  -0.73
O  2.37  -3.20  1.08
C  1.47  -2.50  0.66
O  1.51  -1.20  0.62
C  0.22  -3.12  0.05
P  -1.27  -2.09  0.32
C  -2.23  -2.37  -1.21
C  -2.24  -3.61  -1.86
C  -2.94  -3.78  -3.04
C  -3.66  -2.72  -3.58
C  -3.68  -1.50  -2.93
C  -2.97  -1.33  -1.74
C  -2.19  -3.09  1.54
C  -3.58  -3.15  1.51
C  -4.27  -3.84  2.48
C  -3.58  -4.49  3.50
C  -2.20  -4.43  3.54
C  -1.50  -3.73  2.56
H  0.12  -4.15  0.40
H  0.38  -3.13  -1.04
H  -1.68  -4.44  -1.44
H  -2.93  -4.74  -3.54
H  -4.21  -2.85  -4.50
H  -4.24  -0.66  -3.33
H  -2.99  -0.37  -1.24
H  -4.13  -2.65  0.72
H  -5.35  -3.88  2.45
H  -4.12  -5.03  4.27
H  -1.65  -4.92  4.33
H  -0.42  -3.68  2.62
Cl  -1.74  -0.51  3.78
C  -0.09  -0.35  2.93
H  0.33  -1.35  3.07
H  0.45  0.30  3.61
N  4.89  4.61  4.00
C  3.54  4.90  3.81
S  2.95  6.37  4.37
C  2.76  3.90  3.16
C  3.28  2.63  2.76
C  2.51  1.76  2.06
N  1.21  1.99  1.72
C  0.68  3.16  2.16
C  1.39  4.10  2.84
H  5.42  5.42  4.28
H  5.34  4.05  3.29
H  4.28  2.31  3.01
H  2.91  0.80  1.75
H  -0.36  3.32  1.92
H  0.90  5.02  3.15
C  -2.75  3.00  -3.77
C  -1.63  2.14  -3.68
C  -1.24  1.64  -2.47
C  -1.93  1.97  -1.27
C  -1.52  1.40  -0.02
C  -2.34  1.66  1.06
C  -3.49  2.48  0.98
C  -3.84  3.06  -0.21
C  -3.08  2.80  -1.37
C  -3.45  3.31  -2.64
H  -3.06  3.40  -4.73
H  -1.09  1.86  -4.58
H  -0.40  0.96  -2.42
H  -2.12  1.21  2.03
H  -4.09  2.65  1.87
H  -4.71  3.70  -0.29
H  -4.32  3.96  -2.69


5.
A structure of composition C40H36CrN4O4PS at a distorted geometry, computed with wB97M-V/def2-TZVPD.

As for the spin multiplicity: 2. The frontier orbital gap (spin up / spin down) comes out at 6.7 / 6.4 eV. Its expectation value of S² is 0.77. The value obtained for the energy is -104759.069 eV.

Positions of all 87 atoms, in Å:
Cr  -0.32  -0.13  -1.19
C  -0.76  -3.17  1.22
C  0.34  -2.90  2.21
C  0.54  -3.82  3.24
C  1.58  -3.70  4.13
C  2.49  -2.65  3.99
C  2.31  -1.73  2.97
C  1.22  -1.82  2.10
P  1.06  -0.51  0.80
C  2.85  -0.32  0.47
C  3.49  0.89  0.71
C  4.85  1.04  0.44
C  5.57  -0.04  -0.04
C  4.94  -1.26  -0.24
C  3.59  -1.43  0.01
C  2.98  -2.79  -0.16
C  0.55  0.98  1.76
C  0.91  1.20  3.10
C  0.44  2.31  3.79
C  -0.39  3.22  3.15
C  -0.76  2.99  1.84
C  -0.31  1.88  1.12
C  -0.83  1.68  -0.28
H  -0.48  -4.01  0.58
H  -0.95  -2.31  0.58
H  -1.68  -3.44  1.73
H  -0.15  -4.66  3.33
H  1.71  -4.42  4.93
H  3.33  -2.56  4.66
H  3.04  -0.95  2.84
H  2.93  1.73  1.08
H  5.32  1.99  0.61
H  6.63  0.07  -0.26
H  5.52  -2.10  -0.60
H  3.58  -3.40  -0.83
H  1.98  -2.73  -0.58
H  2.91  -3.31  0.80
H  1.53  0.50  3.62
H  0.73  2.45  4.82
H  -0.75  4.09  3.67
H  -1.42  3.69  1.34
H  -0.43  2.46  -0.92
H  -1.91  1.81  -0.28
C  -7.26  1.85  2.08
C  -6.20  1.04  1.38
C  -5.06  0.61  2.06
C  -4.05  -0.08  1.42
C  -2.87  -0.54  2.21
C  -4.18  -0.34  0.02
C  -3.09  -0.77  -0.79
O  -1.90  -0.87  -0.41
C  -5.38  0.02  -0.65
C  -5.60  -0.31  -2.11
C  -6.35  0.71  0.04
H  -6.89  2.25  3.02
H  -8.13  1.22  2.29
H  -7.59  2.67  1.45
H  -4.96  0.81  3.12
H  -3.06  -0.44  3.28
H  -1.99  0.05  1.97
H  -2.63  -1.58  1.99
H  -3.29  -0.96  -1.84
H  -4.94  0.28  -2.75
H  -6.62  -0.09  -2.39
H  -5.40  -1.36  -2.31
H  -7.25  1.01  -0.48
O  1.30  -1.22  -2.50
C  1.81  -0.08  -2.58
N  1.20  0.91  -1.95
S  1.83  2.39  -2.34
O  0.99  3.02  -3.32
O  2.16  3.15  -1.17
C  3.26  1.68  -3.14
C  4.39  2.30  -3.63
C  5.33  1.49  -4.26
C  5.13  0.12  -4.40
C  3.98  -0.48  -3.91
C  3.05  0.32  -3.26
H  4.53  3.36  -3.52
H  6.23  1.94  -4.66
H  5.87  -0.48  -4.91
H  3.80  -1.54  -4.01
N  -1.34  0.23  -2.76
C  -1.58  0.56  -3.87
N  -1.97  0.92  -5.00
C  -1.64  0.77  -6.25
N  -1.43  0.66  -7.38